Formula: C26H22AlF2N4O2
Source: the Open Molecules 2025 dataset
Level of theory: ωB97M-V/def2-TZVPD

Output
relative energy (zero: lowest compared OMol25 entry of this formula, charge and spin)	11.3	kcal/mol
2S+1	1
LUMO energy (alpha / beta)	2.477 / 2.477	eV
HOMO level (alpha / beta)	-0.093 / -0.070	Eh
strongest force on any atom	0.4	eV/A
E_tot	-1815.8123	hartree
orbital gap (alpha / beta)	5.0151 / 4.3843	eV
net charge	-1

Geometry (Å):
Al (-0.54, 0.19, 1.13)
F (5.05, -1.88, 1.93)
C (4.19, -0.92, 1.50)
C (3.03, -0.70, 2.21)
C (2.14, 0.29, 1.79)
C (2.41, 1.04, 0.62)
C (3.61, 0.76, -0.03)
F (3.91, 1.41, -1.18)
C (4.52, -0.20, 0.37)
C (1.43, 2.00, 0.06)
C (1.81, 3.21, -0.48)
C (0.89, 4.07, -1.08)
C (-0.46, 3.62, -1.15)
C (-0.80, 2.42, -0.62)
N (0.09, 1.58, 0.02)
H (2.83, -1.28, 3.10)
H (5.43, -0.38, -0.18)
H (2.85, 3.48, -0.43)
H (1.20, 5.02, -1.49)
H (-1.23, 4.21, -1.63)
H (-1.82, 2.06, -0.67)
C (0.86, 0.49, 2.51)
H (0.82, -0.12, 3.41)
H (0.71, 1.54, 2.77)
O (-2.17, 0.66, 1.98)
C (-2.89, 0.14, 1.00)
N (-2.11, -0.43, 0.05)
C (-2.90, -1.06, -0.90)
O (-2.49, -1.77, -1.84)
C (-4.28, -0.80, -0.48)
C (-5.49, -1.21, -1.05)
C (-6.67, -0.83, -0.44)
C (-6.65, -0.06, 0.75)
C (-5.47, 0.34, 1.33)
C (-4.27, -0.03, 0.71)
H (-5.49, -1.80, -1.96)
H (-7.62, -1.12, -0.87)
H (-7.59, 0.23, 1.20)
H (-5.47, 0.93, 2.24)
N (0.10, -1.75, 0.72)
C (0.02, -2.86, 0.40)
N (-0.07, -4.10, 0.02)
C (1.10, -4.98, 0.10)
C (1.85, -4.99, -1.24)
C (0.90, -4.64, -2.39)
C (-0.50, -5.19, -2.13)
C (-1.13, -4.49, -0.93)
H (0.73, -5.97, 0.36)
H (1.73, -4.64, 0.92)
H (2.28, -5.98, -1.39)
H (2.68, -4.28, -1.21)
H (1.30, -5.01, -3.34)
H (0.83, -3.55, -2.50)
H (-0.44, -6.27, -1.97)
H (-1.14, -5.04, -3.00)
H (-1.84, -5.13, -0.41)
H (-1.64, -3.57, -1.24)

---

Formula: C26H22BaN6O3PS
Source: the Open Molecules 2025 dataset
Level of theory: ωB97M-V/def2-TZVPD

Output
relative energy (zero: lowest compared OMol25 entry of this formula, charge and spin)	27.3	kcal/mol
2S+1	1
LUMO energy	-3.027	eV
HOMO level	-0.406	Eh
strongest force on any atom	5.0	eV/A
E_tot	-2323.2475	hartree
orbital gap	8.0111	eV
net charge	+1

Geometry (Å):
Ba (-0.57, -0.15, -0.05)
N (0.10, -0.32, 3.48)
C (0.63, 0.89, 3.16)
N (1.17, 1.59, 4.14)
C (1.71, 2.76, 3.76)
N (2.28, 3.51, 4.70)
N (1.72, 3.24, 2.50)
C (1.15, 2.46, 1.61)
N (0.58, 1.28, 1.87)
C (1.15, 2.97, 0.19)
C (1.70, 4.21, -0.09)
C (1.72, 4.65, -1.40)
C (1.21, 3.84, -2.40)
C (0.67, 2.61, -2.03)
N (0.65, 2.18, -0.77)
H (0.04, -0.51, 4.47)
H (-0.54, -0.81, 2.89)
H (2.31, 3.19, 5.65)
H (2.70, 4.39, 4.45)
H (2.09, 4.81, 0.72)
H (2.14, 5.62, -1.65)
H (1.21, 4.14, -3.44)
H (0.25, 1.95, -2.78)
O (-2.15, -0.99, -1.43)
S (-2.77, -1.85, -0.39)
O (-4.15, -1.59, -0.15)
O (-1.91, -1.76, 0.84)
C (-2.52, -3.50, -0.99)
C (-3.63, -4.31, -1.12)
C (-3.48, -5.60, -1.60)
C (-2.22, -6.07, -1.94)
C (-1.11, -5.25, -1.80)
C (-1.24, -3.95, -1.33)
P (0.26, -2.91, -1.10)
C (1.07, -2.92, -2.73)
C (2.39, -2.46, -2.79)
C (3.05, -2.38, -4.00)
C (2.40, -2.72, -5.17)
C (1.08, -3.15, -5.13)
C (0.42, -3.24, -3.91)
C (1.26, -4.03, -0.08)
C (1.00, -4.02, 1.29)
C (1.68, -4.87, 2.14)
C (2.64, -5.74, 1.63)
C (2.91, -5.75, 0.27)
C (2.22, -4.90, -0.58)
H (-4.60, -3.92, -0.85)
H (-4.35, -6.24, -1.71)
H (-2.10, -7.08, -2.32)
H (-0.13, -5.63, -2.05)
H (2.92, -2.20, -1.87)
H (4.08, -2.05, -4.03)
H (2.91, -2.66, -6.12)
H (0.56, -3.41, -6.04)
H (-0.62, -3.57, -3.89)
H (0.24, -3.36, 1.69)
H (1.46, -4.87, 3.20)
H (3.17, -6.41, 2.30)
H (3.65, -6.43, -0.13)
H (2.44, -4.92, -1.64)

---

Formula: C26H22ClMgN6O6
Source: the Open Molecules 2025 dataset
Level of theory: ωB97M-V/def2-TZVPD

Output
2S+1	1
LUMO energy	2.831	eV
HOMO level	-0.142	Eh
strongest force on any atom	0.9	eV/A
E_tot	-2444.2334	hartree
orbital gap	6.7055	eV
net charge	-1

Geometry (Å):
Mg (-0.16, -0.13, 0.35)
C (-2.88, 5.41, -1.75)
C (-2.75, 3.98, -1.31)
C (-2.98, 2.92, -2.20)
C (-2.80, 1.61, -1.81)
C (-2.41, 1.26, -0.51)
N (-2.18, -0.04, -0.10)
C (-2.96, -1.06, -0.50)
C (-4.30, -0.91, -0.94)
C (-5.12, -1.96, -1.27)
C (-4.69, -3.28, -1.15)
C (-5.59, -4.45, -1.47)
C (-3.40, -3.47, -0.68)
C (-2.55, -2.42, -0.38)
N (-1.23, -2.81, 0.07)
C (-0.59, -3.95, -0.25)
C (0.54, -4.04, 0.52)
C (0.54, -2.87, 1.28)
N (-0.53, -2.12, 1.01)
C (-2.17, 2.34, 0.37)
C (-2.33, 3.65, -0.03)
N (-1.78, 2.10, 1.73)
C (-2.03, 2.88, 2.80)
C (-1.51, 2.25, 3.91)
C (-0.96, 1.06, 3.40)
N (-1.13, 0.97, 2.09)
H (-3.53, 5.50, -2.62)
H (-1.92, 5.84, -2.01)
H (-3.31, 6.03, -0.95)
H (-3.27, 3.14, -3.22)
H (-2.92, 0.81, -2.53)
H (-4.69, 0.10, -1.01)
H (-6.14, -1.76, -1.60)
H (-6.36, -4.16, -2.19)
H (-6.10, -4.83, -0.58)
H (-5.03, -5.28, -1.91)
H (-3.05, -4.49, -0.53)
H (-0.98, -4.60, -1.01)
H (1.29, -4.82, 0.50)
H (1.28, -2.50, 1.96)
H (-2.10, 4.45, 0.66)
H (-2.56, 3.81, 2.71)
H (-1.53, 2.60, 4.92)
H (-0.44, 0.27, 3.92)
O (0.66, -0.73, -3.67)
C (0.93, -0.82, -2.47)
O (0.16, -0.59, -1.50)
C (2.36, -1.18, -2.10)
C (3.31, -1.34, -3.11)
C (4.61, -1.64, -2.76)
C (4.93, -1.78, -1.42)
C (3.92, -1.61, -0.49)
N (2.66, -1.32, -0.81)
H (2.99, -1.22, -4.14)
H (5.37, -1.76, -3.52)
H (5.94, -2.01, -1.09)
H (4.12, -1.71, 0.58)
O (3.21, 1.49, 0.56)
Cl (1.90, 1.47, 1.13)
O (1.78, 2.41, 2.20)
O (0.87, 1.73, 0.09)
O (1.57, 0.10, 1.62)

---

Formula: C26H22ClNO7RhS
Source: the Open Molecules 2025 dataset
Level of theory: ωB97M-V/def2-TZVPD

Output
relative energy (zero: lowest compared OMol25 entry of this formula, charge and spin)	21.4	kcal/mol
2S+1	1
LUMO energy	2.320	eV
HOMO level	-0.197	Eh
strongest force on any atom	1.0	eV/A
E_tot	-2554.3386	hartree
orbital gap	7.6921	eV
net charge	-1

Geometry (Å):
Rh (-0.34, -0.57, -0.69)
C (-0.19, 6.12, -2.24)
O (1.11, 5.77, -1.80)
C (1.37, 4.45, -1.61)
C (2.66, 4.16, -1.12)
C (2.99, 2.86, -0.87)
C (2.10, 1.78, -1.09)
C (2.49, 0.44, -0.78)
C (3.87, 0.08, -0.28)
O (1.74, -0.55, -0.91)
C (0.78, 2.08, -1.61)
O (-0.14, 1.22, -1.86)
C (0.47, 3.45, -1.86)
H (-0.20, 7.21, -2.30)
H (-0.95, 5.78, -1.53)
H (-0.40, 5.70, -3.22)
H (3.35, 4.97, -0.95)
H (3.98, 2.66, -0.50)
H (4.61, 0.87, -0.33)
H (4.22, -0.77, -0.87)
H (3.77, -0.26, 0.75)
H (-0.52, 3.64, -2.24)
O (-0.87, -3.26, 2.72)
S (-1.42, -2.26, 1.81)
N (-0.45, -1.37, 1.11)
C (1.10, 1.47, 2.33)
C (-0.23, 1.30, 2.97)
C (-0.36, 1.08, 4.33)
C (-1.61, 0.89, 4.90)
Cl (-1.74, 0.64, 6.62)
C (-2.75, 0.90, 4.12)
C (-2.64, 1.12, 2.76)
C (-1.39, 1.33, 2.19)
O (-1.20, 1.58, 0.86)
C (-2.36, 1.73, 0.06)
C (-3.06, 0.41, -0.32)
O (-4.28, 0.37, -0.28)
O (-2.32, -0.55, -0.77)
H (1.90, 1.40, 3.06)
H (1.18, 2.43, 1.81)
H (1.25, 0.69, 1.58)
H (0.52, 1.05, 4.96)
H (-3.72, 0.72, 4.57)
H (-3.53, 1.08, 2.15)
H (-2.01, 2.18, -0.87)
H (-3.08, 2.39, 0.54)
C (-0.30, -2.40, -1.23)
C (-0.27, -3.59, -1.46)
C (-0.27, -4.99, -1.75)
C (0.42, -5.88, -0.92)
C (0.41, -7.24, -1.19)
C (-0.28, -7.73, -2.28)
C (-0.97, -6.86, -3.12)
C (-0.96, -5.50, -2.85)
H (0.94, -5.49, -0.06)
H (0.93, -7.92, -0.53)
H (-0.30, -8.80, -2.49)
H (-1.51, -7.23, -3.97)
H (-1.49, -4.81, -3.50)

---

- Which formula does entry 1 have?
  C26H22AlF2N4O2

---

- Which formula does entry 3 have?
  C26H22ClMgN6O6